Molecular formula: C16H25NO
Method: DFT, ωB97M-V/def2-TZVPD

Last column: Mulliken charge in e.
Geometry (Å):
C: -3.89551 -1.51239 3.85362  -1.32
C: -2.80352 -1.04459 2.89881  -0.46
H: -1.83752 -1.40752 3.25927  0.39
H: -2.97234 -1.48220 1.91321  0.25
C: -2.72477 0.48469 2.77276  0.19
C: -1.46110 0.88155 2.04808  0.64
C: -1.23193 0.50552 0.73218  -0.50
C: -0.07388 0.86191 0.06282  -0.64
C: 0.89288 1.61916 0.71403  0.70
C: 0.67634 2.00055 2.03704  -0.86
C: -0.48314 1.63422 2.68794  -0.67
H: -0.63139 1.94084 3.71391  0.31
H: 1.43319 2.58700 2.53434  0.42
O: 2.06993 2.04059 0.16058  -0.46
C: 2.33949 1.73089 -1.18738  -0.84
C: 2.64768 0.23793 -1.42303  -0.69
N: 1.72642 -0.32381 -2.39870  0.02
C: 2.09202 -0.00698 -3.77213  -0.89
C: 3.09667 -1.08797 -4.23218  -0.59
H: 4.11952 -0.72023 -4.15448  0.26
H: 2.91915 -1.36691 -5.26894  0.35
C: 2.85469 -2.25969 -3.26775  -0.56
H: 2.60992 -3.18262 -3.78937  0.37
H: 3.73259 -2.44313 -2.64820  0.25
C: 1.67834 -1.77724 -2.39638  -0.85
H: 0.73009 -2.07158 -2.85617  0.36
H: 1.70610 -2.16963 -1.38077  0.42
H: 1.18189 -0.06241 -4.37620  0.41
H: 2.49418 1.00250 -3.84442  0.39
H: 3.69955 0.11543 -1.71829  0.45
H: 2.50460 -0.28690 -0.47545  0.51
H: 3.20449 2.35183 -1.43358  0.33
H: 1.49792 2.03123 -1.82430  0.50
H: 0.07041 0.53430 -0.95482  0.44
H: -1.96754 -0.08389 0.20512  0.25
C: -3.95045 1.06885 2.06692  -1.56
H: -3.82270 2.14037 1.92816  0.41
H: -4.84987 0.90592 2.65512  0.46
H: -4.08820 0.61175 1.09016  0.26
H: -2.68137 0.90446 3.78425  0.50
H: -3.85892 -2.59396 3.96505  0.39
H: -4.88165 -1.24454 3.48340  0.31
H: -3.76225 -1.06330 4.83573  0.32

## Properties
Net charge: 0
Orbital gap (Ha): 0.3291
HOMO (eV): -8.055
Structure (SMILES): CC[C@H](C)c1ccc(OCCN2CCCC2)cc1



Molecular formula: C16H25NO2
Method: DFT, ωB97M-V/def2-TZVPD

Last column: Mulliken charge in e.
Geometry (Å):
C: 1.45785 2.34962 -1.42758  -0.76
H: 1.51472 2.45937 -0.27815  0.22
O: 1.06229 0.88757 -1.54409  -0.31
C: 0.78818 0.56787 -2.92669  0.77
C: 0.65111 1.52106 -4.11173  -0.64
C: 0.53986 0.97300 -5.38644  -0.65
C: 0.31054 -0.30009 -5.55744  -0.39
C: 0.05627 -1.32750 -4.44681  -0.52
C: 0.43716 -0.86939 -3.20737  0.29
O: 0.41206 -1.68613 -2.08312  -0.26
C: 1.60395 -2.05785 -1.26965  -0.40
H: 1.84928 -0.99897 -1.03229  0.13
C: 0.97126 -2.51954 -0.05290  -0.39
H: 2.01876 -2.91810 0.65129  0.19
C: -0.14357 -2.02113 0.71412  -1.46
H: -0.72808 -1.82922 0.03431  0.88
H: -0.31496 -2.51054 1.59240  0.55
C: 0.47754 -0.61965 1.35038  -1.54
N: -0.55513 -0.39776 2.56024  -0.11
C: 0.22770 0.73317 3.27526  -0.66
C: -0.83131 1.00785 4.44183  -0.34
C: -1.97363 1.34527 4.02394  -0.58
C: -2.66153 0.24042 3.19739  -1.56
C: -1.60738 0.08534 1.97973  -0.32
H: -2.40991 -0.88472 1.32546  0.20
H: -1.76290 1.01801 1.46693  0.30
H: -2.85518 -0.40485 3.72689  0.94
H: -3.73812 0.46961 2.85682  0.39
H: -2.67691 1.60079 4.91659  0.26
H: -2.07393 2.42835 3.60321  0.23
H: -0.83701 -0.01330 5.10767  0.21
H: -0.41018 1.80373 5.05495  0.34
H: 1.11936 0.41358 3.61881  0.57
H: 0.17231 1.82683 2.65737  0.14
H: 1.40439 -0.73218 1.75674  0.85
H: 0.49197 -0.09527 0.66349  0.82
H: 0.59271 -3.68733 -0.39598  0.20
H: 2.62041 -2.35740 -1.70548  0.38
H: -0.06815 -2.37236 -4.50585  0.47
H: 0.00649 -0.94751 -6.54373  0.15
H: 0.61401 1.66080 -6.07367  0.58
H: 1.34898 2.36527 -4.05130  0.23
H: 2.33538 2.69091 -2.12581  0.32
H: 0.56336 3.10238 -1.84977  0.28

## Properties
Net charge: 0
Orbital gap (Ha): 0.3333
HOMO (eV): -8.417



Molecular formula: C16H25NOP2PbS
Method: DFT, ωB97M-V/def2-TZVPD

Last column: Löwdin spin population.
Geometry (Å):
Pb: 0.14474 -0.42582 0.92165  0.02
C: 1.71394 1.67602 3.00999  0.06
C: 1.55857 0.68022 4.03191  0.38
C: 2.38283 -0.44218 3.71998  0.04
C: 3.03185 -0.15771 2.55446  0.24
C: 2.59580 1.18391 2.09643  0.22
H: 1.23849 2.64456 2.99988  0.00
H: 0.92638 0.77295 4.90324  0.02
H: 2.48105 -1.33712 4.31327  0.00
H: 3.78609 -0.76058 2.06830  0.01
H: 3.01151 1.70716 1.24675  0.01
O: -1.88826 0.25934 2.09175  0.00
N: -3.10397 0.07870 1.60887  0.00
C: -4.14185 0.52393 2.35564  0.00
C: -5.43488 0.40590 1.92788  0.00
C: -5.68412 -0.19485 0.69541  0.00
C: -4.62342 -0.65482 -0.04791  0.00
C: -3.30865 -0.52589 0.41071  0.00
S: -1.98349 -1.12405 -0.53670  0.01
H: -3.84792 0.97059 3.29255  0.00
H: -6.23268 0.78324 2.55037  0.00
H: -6.69642 -0.29752 0.32953  0.00
H: -4.77383 -1.12988 -1.00645  0.00
C: -0.95740 2.48869 -1.55978  0.00
P: 0.42064 1.34250 -1.26130  0.00
C: 1.89410 2.39308 -1.50863  0.00
C: 0.42155 0.28795 -2.76936  0.00
C: 1.56428 -0.73657 -2.77971  0.00
P: 1.57597 -1.80042 -1.26232  0.00
C: 3.33305 -2.27034 -1.11189  0.00
C: 0.79568 -3.34884 -1.83503  0.00
H: -0.80433 3.03427 -2.49160  0.00
H: -1.01623 3.19923 -0.73484  0.00
H: -1.89190 1.93039 -1.60884  0.00
H: 1.86203 2.85411 -2.49689  0.00
H: 2.80602 1.80288 -1.41737  0.00
H: 1.91256 3.17798 -0.75213  0.00
H: 0.48210 0.94082 -3.64351  0.00
H: -0.54362 -0.22170 -2.79207  0.00
H: 2.53194 -0.23261 -2.83218  0.00
H: 1.47998 -1.38009 -3.65666  0.00
H: 3.70542 -2.71094 -2.03758  0.00
H: 3.43713 -2.99656 -0.30524  0.00
H: 3.93135 -1.39307 -0.86395  0.00
H: 1.24583 -3.68255 -2.77033  0.00
H: -0.27496 -3.19457 -1.96912  0.00
H: 0.93704 -4.11976 -1.07717  0.00

## Properties
Net charge: +1
⟨S²⟩: 0.7663
Spin multiplicity: 2
Orbital gap (alpha / beta) (Ha): 0.3198 / 0.2339
HOMO (alpha / beta) (eV): -10.929 / -10.925



Molecular formula: C16H26AsCrN5O2S5
Method: DFT, ωB97M-V/def2-TZVPD

Last column: Löwdin spin population.
Geometry (Å):
Cr: 8.38169 12.07736 8.15396  3.11
O: 9.08410 11.97490 10.26203  0.21
N: 10.34473 11.88727 10.50271  0.40
N: 11.10195 11.97676 9.41519  0.04
O: 10.52930 12.22410 8.24221  0.02
C: 12.48179 12.16843 9.48870  0.07
C: 13.08338 12.05530 10.74444  0.06
C: 14.44342 12.28472 10.79787  0.01
C: 15.19997 12.42098 9.66401  0.07
C: 14.61502 12.55587 8.41972  0.01
C: 13.20631 12.34702 8.30799  0.04
H: 12.62351 11.80297 11.67362  0.01
H: 14.92402 12.12693 11.78739  0.00
H: 16.32115 12.45713 9.86400  0.01
H: 15.13031 12.92064 7.51488  0.00
H: 12.62848 12.39851 7.40072  0.00
S: 5.33833 10.01952 5.25726  0.01
As: 6.03192 11.99154 5.92725  0.01
S: 8.18619 12.36472 5.78744  -0.04
S: 5.95313 12.10010 8.15894  -0.03
S: 5.05504 13.60752 4.83963  0.01
C: 7.23030 17.62126 6.11432  0.00
N: 7.99204 16.39382 6.49629  0.00
C: 9.01744 15.91708 5.68213  0.00
C: 7.64075 15.69111 7.61496  0.00
S: 8.87062 14.65477 8.32463  -0.03
N: 6.41974 15.84680 8.18800  0.00
C: 5.17053 15.95496 7.45334  0.00
C: 6.34692 15.54789 9.65339  0.00
H: 7.89590 18.33347 5.58626  0.00
H: 6.77711 18.07821 7.05900  0.00
H: 6.35543 17.26306 5.48146  0.00
H: 8.82402 16.08912 4.59427  0.00
H: 9.06979 14.79841 5.73520  0.00
H: 9.94990 16.38892 5.95152  0.00
H: 5.25241 15.63429 6.39500  0.00
H: 4.80507 17.03930 7.33700  0.00
H: 4.43133 15.42671 8.04171  0.00
H: 7.34538 15.61960 10.03612  0.00
H: 6.07343 14.50964 9.83531  0.00
H: 5.81623 16.28914 10.27212  0.00
C: 7.95497 6.57452 9.14451  0.00
C: 7.78876 7.33772 7.88415  0.00
C: 6.33193 7.53140 7.52688  0.00
C: 8.48363 6.76253 6.62690  0.00
C: 8.22549 8.73918 7.98956  0.01
N: 8.45613 9.84512 8.00047  0.00
H: 7.26192 5.73805 9.17292  0.00
H: 7.87624 7.08752 10.09488  0.00
H: 8.94981 6.15736 9.26773  0.00
H: 5.68481 6.62389 7.59996  0.00
H: 6.21118 8.09206 6.53222  0.00
H: 5.87827 8.19182 8.26504  0.00
H: 8.11798 5.75504 6.44941  0.00
H: 9.56211 6.88468 6.68318  0.00
H: 8.05749 7.39071 5.76503  0.00

## Properties
Net charge: -2
⟨S²⟩: 6.1086
Spin multiplicity: 5
Orbital gap (alpha / beta) (Ha): 0.1252 / 0.2205
HOMO (alpha / beta) (eV): 0.985 / -1.619



Molecular formula: C16H26AsF22O5S3
Method: DFT, ωB97M-V/def2-TZVPD

Last column: Mulliken charge in e.
Geometry (Å):
As: -0.53399 -0.43857 0.40423  2.06
F: -1.73678 -1.13103 1.54252  -0.50
F: 0.61454 -0.40239 1.73246  -0.49
F: 0.70363 0.41945 -0.53696  -0.50
F: -1.60515 -0.42121 -1.04672  -0.50
F: -1.03943 1.23528 0.78306  -0.51
F: 0.05572 -2.14475 -0.07225  -0.55
C: -1.71781 4.92075 -2.50812  -0.91
C: -2.01170 4.38488 -3.95669  0.95
C: -1.25549 3.11487 -4.23582  0.14
F: -1.29339 2.85383 -5.47684  -0.27
F: 0.01657 3.11809 -3.85318  -0.27
F: -3.27461 4.26458 -4.32907  -0.29
F: -1.55572 5.38508 -4.69615  -0.34
O: -2.23606 6.27602 -2.47319  -0.46
C: -3.49064 6.38362 -1.81785  1.08
C: -4.09020 7.78611 -1.71559  0.03
F: -5.37192 7.72978 -1.58734  -0.26
F: -3.55508 8.61913 -0.94249  -0.24
F: -4.23192 5.43985 -2.41903  -0.26
F: -3.32558 6.15830 -0.47012  -0.29
H: -0.65438 5.01381 -2.28774  0.41
H: -2.22449 4.29450 -1.77383  0.50
H: -1.81595 2.27048 -3.83458  0.30
H: -3.96770 8.37459 -2.62487  0.16
C: 6.76281 -1.93358 -2.67492  -0.90
C: 6.45088 -0.93093 -3.71550  1.04
C: 4.93782 -0.99579 -4.08471  0.14
F: 4.58957 -0.32891 -5.21668  -0.30
F: 4.34376 -2.23586 -4.00412  -0.23
F: 6.74845 0.31694 -3.16402  -0.29
F: 7.19688 -1.12331 -4.80617  -0.31
O: 5.90700 -1.94247 -1.56616  -0.37
C: 6.50094 -2.38164 -0.38807  0.96
C: 5.45159 -2.61128 0.69570  0.07
F: 4.47881 -3.46714 0.26167  -0.23
F: 5.84980 -2.89844 1.91106  -0.27
F: 7.17983 -3.53631 -0.52139  -0.29
F: 7.29371 -1.42362 0.05250  -0.27
H: 7.76002 -1.85733 -2.24152  0.49
H: 6.61327 -2.94891 -3.04214  0.28
H: 4.41634 -0.30593 -3.42120  0.26
H: 4.86832 -1.76278 1.05338  0.22
C: -6.48827 -0.34777 -0.05546  -0.85
S: -7.42872 -1.88956 0.30956  0.46
O: -7.55874 -2.55558 -1.03526  -0.60
C: -6.15805 -2.72717 1.38852  -0.89
H: -7.18509 0.41991 -0.39192  0.30
H: -5.78271 -0.63743 -0.83417  0.29
H: -5.97921 0.14011 0.77575  0.34
H: -5.27387 -2.77653 0.75299  0.28
H: -6.32691 -3.78664 1.58115  0.33
H: -5.80854 -2.19348 2.27234  0.34
C: 1.44094 4.00642 7.61853  -0.85
S: 1.63287 2.18133 7.59634  0.47
O: 0.37881 1.55629 8.20872  -0.61
C: 1.51445 1.91205 5.67358  -0.93
H: 0.45208 4.46255 7.66552  0.32
H: 2.13585 4.42492 6.89048  0.31
H: 1.83585 4.25610 8.60332  0.29
H: 1.55047 0.82296 5.64714  0.30
H: 2.41725 2.30797 5.20850  0.38
H: 0.49759 2.14744 5.35943  0.33
C: -1.83611 -6.42179 0.69797  -0.91
S: -1.07880 -7.64963 1.88493  0.48
O: -1.86346 -8.95717 1.77340  -0.64
C: 0.55388 -7.89036 1.10334  -0.85
H: -2.91352 -6.58527 0.72181  0.34
H: -1.32784 -6.26671 -0.25371  0.32
H: -1.76738 -5.40489 1.08435  0.34
H: 1.28340 -8.40542 1.72832  0.32
H: 1.04313 -6.92991 0.94126  0.30
H: 0.28871 -8.35074 0.15158  0.30

## Properties
Net charge: -1
Orbital gap (Ha): 0.3380
HOMO (eV): -7.041



The records above give, respectively, electronic energy values of -20534.9545 -22565.9826 -55188.7386 -171994.4042 -180379.4757 eV.